152
Properties=species:S:1:pos:R:3:forces:R:3:lowdin_charge:R:1 method="wB97M-V/def2-TZVPD" orbital_gap_ev=9.53 e_lumo_ha=-0.183 largest_force_ha_per_bohr=0.08531 homo_ev=-14.50 e_above_lowest_kj_mol=0.0 e_tot_ha=-4798.6546 total_charge=+3
C -4.2132 2.2322 8.6877 0.794 1.459 1.129 -0.030
C -4.2669 0.7416 8.9299 0.214 0.590 -0.390 -0.310
C -5.6370 0.1425 9.0606 -1.619 1.473 -1.083 -0.229
O -5.5339 -1.2228 8.8748 0.452 -0.220 0.689 -0.203
C -6.7013 -1.9866 9.1544 -0.026 -0.382 0.013 -0.054
N -3.6112 0.0828 7.7483 0.996 -0.924 -0.011 0.210
H -3.7945 -0.9355 7.7559 -0.349 0.453 0.089 0.163
H -4.0357 0.4533 6.8690 0.531 -0.343 0.165 0.125
H -2.5641 0.1333 7.6612 -1.264 0.632 0.197 0.198
H -5.0034 2.8291 9.1294 -0.724 -0.425 -0.108 0.095
H -4.0527 2.5766 7.6808 -0.346 -0.342 -0.703 0.078
H -3.3674 2.6887 9.2204 0.202 -0.463 -0.095 0.095
H -3.7753 0.5492 9.8655 0.824 -0.605 0.051 0.151
H -6.3164 0.5968 8.2726 0.507 -0.376 0.597 0.160
H -6.0578 0.4749 10.0294 0.171 -0.450 -0.198 0.151
H -7.0265 -2.3557 8.1935 -0.567 -0.150 -0.237 0.084
H -7.5118 -1.3835 9.6253 0.712 -0.552 -0.122 0.109
H -6.3778 -2.8704 9.7368 -0.452 0.656 0.056 0.104
C 3.6651 -5.1328 -1.8056 0.247 0.231 -0.731 -0.037
C 3.4448 -6.1125 -2.9770 2.258 0.239 1.305 -0.304
C 3.4696 -7.6042 -2.4863 0.657 0.523 -0.909 -0.159
O 2.1524 -8.0602 -2.6653 0.081 -0.747 1.005 -0.217
C 1.9658 -9.3598 -2.0990 -0.994 -0.747 -1.800 -0.049
N 2.1799 -5.8109 -3.6097 -2.706 0.648 -1.339 0.190
H 2.2050 -5.3400 -4.5315 0.398 -0.588 0.517 0.192
H 1.6256 -6.6850 -3.6656 0.350 -0.149 -0.352 0.158
H 1.5065 -5.2229 -3.0656 0.686 0.197 0.581 0.114
H 4.6001 -5.3436 -1.2715 -0.010 0.271 -0.523 0.097
H 2.8972 -5.2918 -1.0830 -0.770 -0.076 0.545 0.058
H 3.5751 -4.0751 -2.1500 0.391 -0.748 0.346 0.102
H 4.2527 -5.9744 -3.7108 -0.421 -0.033 0.118 0.154
H 3.8347 -7.6259 -1.4304 -0.518 -0.157 -0.672 0.142
H 4.1822 -8.1915 -3.1324 -0.601 0.377 0.688 0.150
H 2.3166 -9.4367 -1.1101 0.851 0.055 1.172 0.080
H 2.3723 -10.1328 -2.7694 0.415 0.286 0.366 0.109
H 0.9115 -9.6086 -2.0611 -0.335 0.485 -0.088 0.095
C 5.0041 1.1484 -5.8932 0.885 3.437 -1.376 -0.002
C 5.7950 2.3180 -5.2448 -1.547 -0.366 0.352 -0.296
C 4.9613 3.4544 -4.6649 -1.070 -0.670 0.577 -0.202
O 5.7332 4.2512 -3.8308 1.416 0.352 -0.288 -0.193
C 5.0378 5.3143 -3.2378 -2.361 0.606 -0.467 -0.081
N 6.6365 1.8034 -4.1354 0.007 -0.028 0.514 0.219
H 7.5002 1.5377 -4.5708 0.649 -0.813 0.265 0.164
H 6.8524 2.6233 -3.5667 0.040 0.093 0.576 0.145
H 6.2259 1.0655 -3.4829 0.262 0.747 -0.856 0.155
H 4.4594 1.6654 -6.7181 0.396 -0.675 0.184 0.105
H 4.2445 0.8332 -5.2414 -0.545 -1.299 1.006 0.063
H 5.7642 0.5029 -6.3243 -0.586 -0.723 0.178 0.092
H 6.4505 2.7513 -5.9685 0.697 0.164 -0.447 0.147
H 4.1733 3.0812 -4.0283 -0.589 -0.805 0.262 0.127
H 4.4196 3.9958 -5.4217 0.208 0.490 -0.776 0.137
H 4.6662 6.0717 -3.9946 0.719 -0.724 0.494 0.110
H 5.6669 5.8232 -2.5188 0.090 -0.190 0.093 0.093
H 4.0689 4.9387 -2.7758 1.204 0.261 -0.054 0.104
C 5.6904 -0.8144 4.4948 0.565 -0.250 -1.179 -0.020
C 5.9919 0.2752 3.4126 0.435 -0.414 -0.529 -0.252
C 4.7310 1.0225 2.9131 -0.265 -1.385 -1.409 -0.223
O 4.4259 2.0436 3.7584 1.370 -0.647 2.215 -0.196
C 3.5068 2.9134 3.2652 -2.158 0.832 -1.526 -0.102
N 6.9701 1.3465 3.9052 -0.557 0.597 1.150 0.206
H 7.7265 0.9377 4.4822 -0.662 0.261 -0.132 0.178
H 7.4406 1.9007 3.1771 -0.462 -0.304 -0.068 0.179
H 6.3540 2.0098 4.4566 0.901 -0.540 -0.387 0.181
H 6.5462 -1.2963 5.0311 -0.354 0.573 -0.833 0.098
H 5.1995 -1.5785 3.8598 0.181 0.110 0.709 0.099
H 4.9996 -0.5022 5.2600 -0.364 0.418 0.086 0.080
H 6.5329 -0.1302 2.5264 -0.698 -0.192 0.687 0.161
H 3.8438 0.3664 2.7148 0.740 -0.164 0.702 0.158
H 4.8485 1.4301 1.9239 0.816 0.162 -0.752 0.109
H 3.3159 3.5866 4.0709 -0.733 0.470 0.411 0.093
H 2.5646 2.3834 2.8709 1.144 0.724 0.790 0.127
H 3.8951 3.5190 2.4360 0.095 -0.217 -0.125 0.105
C -5.3883 -5.6715 -1.9596 -0.984 -1.386 -1.379 -0.044
C -5.0395 -4.3308 -1.4739 -0.889 2.182 1.528 -0.292
C -6.1467 -3.4850 -0.7075 1.613 -0.544 -0.201 -0.146
O -5.3784 -2.6152 0.0918 -0.439 0.820 0.369 -0.248
C -6.2245 -1.6526 0.7214 1.058 0.794 0.358 -0.064
N -3.8582 -4.3662 -0.5568 1.139 -1.328 -1.022 0.206
H -3.6918 -3.5273 -0.0498 -0.357 1.237 0.525 0.119
H -3.9662 -5.1065 0.1138 -0.268 -0.439 0.588 0.161
H -2.9205 -4.5817 -0.9812 -0.621 -0.246 -0.516 0.090
H -6.2909 -5.5623 -2.6047 0.752 -0.156 0.134 0.115
H -5.6781 -6.4662 -1.2592 0.186 0.622 0.482 0.100
H -4.5623 -6.0998 -2.5462 -0.326 0.206 -0.081 0.098
H -4.8438 -3.6280 -2.2712 0.823 -0.279 -0.485 0.154
H -6.7423 -4.0565 -0.0323 -0.796 -0.835 0.219 0.124
H -6.7664 -2.9195 -1.4096 -0.014 -0.242 -0.077 0.141
H -7.0154 -2.1413 1.3065 0.096 0.245 -0.237 0.104
H -6.5805 -0.9889 -0.0634 -0.641 0.019 0.054 0.095
H -5.5896 -1.0041 1.3716 -0.469 -0.793 -0.280 0.095
C -1.6497 8.1292 -4.3226 1.553 -2.584 1.028 -0.014
C -2.4852 6.8480 -4.4898 -1.325 -0.697 0.062 -0.260
C -1.7546 5.6647 -5.1100 0.189 0.368 -0.727 -0.205
O -2.6282 4.5524 -5.1542 0.432 -0.374 -0.631 -0.217
C -2.1537 3.5118 -6.0196 -0.528 -1.302 0.111 -0.078
N -3.1581 6.1781 -3.2206 1.194 0.071 -1.470 0.209
H -3.9514 6.6836 -2.8649 -0.286 0.204 0.175 0.156
H -3.4143 5.2221 -3.5579 -0.163 0.666 0.137 0.139
H -2.4612 5.9594 -2.4653 -0.036 0.468 0.274 0.057
H -0.8909 8.2181 -5.1306 -0.493 -0.390 0.436 0.102
H -1.1025 7.8984 -3.3705 -0.168 1.148 -0.654 0.104
H -2.1960 9.0326 -4.3519 -0.759 0.789 0.506 0.067
H -3.3496 7.0814 -5.1092 -0.055 -0.228 -0.167 0.146
H -0.8517 5.3802 -4.5597 0.093 0.212 0.064 0.136
H -1.4846 6.0142 -6.1262 0.081 -0.404 0.274 0.145
H -2.0300 3.8751 -7.0258 -0.424 0.352 -0.580 0.078
H -2.8831 2.6411 -6.0112 0.725 1.362 0.098 0.117
H -1.1588 3.0768 -5.8132 -0.282 0.446 0.839 0.092
C -3.3905 0.5041 -0.1276 0.475 -0.784 0.185 -0.016
C -1.9693 0.1838 0.3036 0.471 -0.277 -0.255 -0.300
C -0.9768 0.2309 -0.8766 -0.565 -0.611 -0.315 -0.187
O 0.3011 0.0807 -0.2934 0.218 -0.042 -0.078 -0.207
C 1.3680 -0.2294 -1.1829 0.502 0.430 -0.252 -0.072
N -1.4532 1.0129 1.4656 -1.176 -0.663 -0.625 0.236
H -0.6185 0.5129 1.7522 0.188 0.421 0.436 0.155
H -1.2818 1.9653 1.2036 0.409 0.915 -0.458 0.107
H -2.2302 1.0258 2.1669 0.764 -0.151 0.112 0.112
H -3.6925 -0.4263 -0.6707 -0.388 0.877 0.555 0.100
H -3.4024 1.3385 -0.8035 -0.006 0.400 -0.397 0.069
H -4.0082 0.7741 0.7395 -0.110 -0.486 -0.332 0.084
H -1.9145 -0.7913 0.7831 -0.214 -0.413 -0.436 0.140
H -1.1249 1.1907 -1.4012 0.401 -0.157 0.127 0.106
H -1.2086 -0.6015 -1.6299 0.272 0.981 1.192 0.139
H 2.3001 -0.3900 -0.5865 -0.850 0.300 -0.468 0.102
H 1.5327 0.5635 -1.9511 -0.044 -0.243 0.741 0.098
H 1.1437 -1.1292 -1.7429 -0.124 -0.477 -0.003 0.069
B 5.1043 0.9393 -1.2735 0.964 -0.651 0.164 -1.208
F 4.8039 0.1972 -2.4810 -0.146 0.626 0.403 0.050
F 4.8949 0.1380 -0.1355 0.324 -0.179 -0.321 0.095
F 6.5114 1.2718 -1.4416 -0.663 -0.136 0.285 0.040
F 4.3810 2.0866 -1.0996 -0.358 0.466 -0.573 0.148
B -2.9591 0.6619 4.5535 -0.685 0.102 1.973 -1.226
F -4.0493 -0.0217 5.1611 -0.270 -0.730 -0.059 0.073
F -3.4017 0.9969 3.2829 0.283 0.314 -0.731 0.136
F -2.7975 1.7824 5.4080 0.462 0.041 -0.601 0.095
F -1.8185 -0.1340 4.5777 -0.060 0.206 -0.494 0.130
C -0.3389 -4.4417 0.6798 -0.438 -1.539 0.974 -0.625
F 0.4865 -5.4758 0.8996 -0.357 0.218 0.115 0.134
F -1.6156 -4.7994 1.1756 1.783 0.565 -0.604 0.065
F 0.0771 -3.4058 1.3537 0.133 0.383 0.332 0.176
S -0.5199 -4.1267 -1.0856 -0.308 2.858 -0.995 0.517
O -1.3616 -5.2220 -1.4652 -1.094 -1.033 -0.500 -0.299
O -1.1726 -2.8133 -0.9798 0.264 -1.373 -0.344 -0.304
O 0.7226 -4.1051 -1.8460 0.109 -0.155 0.847 -0.310
C 0.4083 4.0066 -1.1342 -0.152 -1.226 1.782 -0.718
F 0.7877 4.7660 -0.1089 0.878 0.392 0.072 0.141
F 0.8724 4.4070 -2.2625 1.307 0.957 -1.633 0.183
F 0.8886 2.7602 -0.8965 -0.451 0.482 -0.145 0.122
S -1.3682 4.1323 -1.1571 -1.354 0.337 -4.159 0.510
O -1.8207 3.5190 -2.4120 0.594 0.445 0.457 -0.311
O -1.7993 3.3791 -0.0515 -0.681 -0.666 3.045 -0.267
O -1.5566 5.5914 -1.2075 0.177 -0.698 0.914 -0.305